The following is a DFT calculation (ωB97M-V/def2-TZVPD) of HNO6PS as an isolated structure.

The geometry in ORCA input format:
```
! wB97M-V def2-TZVPD RIJCOSX def2/J DEFGRID3
* xyz -1 3
N 0.959 -0.566 -0.712
O -0.888 -1.611 1.025
O -2.773 -0.259 -0.248
O 1.191 2.038 -0.853
O 1.821 0.933 1.220
O -0.413 -0.694 -1.283
O -0.501 0.863 0.601
P -1.394 -0.571 0.121
S 0.972 0.966 0.063
H 1.026 -1.100 0.067
*
```

The value obtained for the total energy is -33912.615 eV. As for the LUMO energy (alpha / beta): 3.69 / -0.17 eV. The value obtained for the highest occupied orbital energy (alpha / beta) is -0.0570 / -0.2518 Eh. The orbital gap (alpha / beta) is 5.24 / 6.69 eV.